A molecular structure, C7H15N, computed with the ωB97M-V functional and the def2-TZVPD basis.

XYZ file:
```
23
Properties=species:S:1:pos:R:3:lowdin_charge:R:1
H 0.934 2.454 -0.154 0.085
H -2.698 0.386 -2.693 0.041
H 2.014 -1.261 0.722 0.058
C -0.124 0.738 0.551 -0.546
H 1.272 0.333 2.144 0.075
C 1.293 -1.747 0.064 -0.154
H -2.075 0.832 1.039 0.087
C -0.813 -0.707 -2.162 -0.016
H -0.444 -1.359 1.266 0.065
C -0.104 -1.188 0.244 -0.189
N -1.419 1.220 0.367 0.050
H -0.855 -1.792 -0.261 0.059
H 0.036 -1.297 -2.411 0.053
H 1.669 -1.591 -0.951 0.055
C -1.840 -0.053 -2.247 0.011
C 0.325 0.847 1.995 -0.065
H 0.519 1.333 -1.431 0.058
H -0.411 0.415 2.673 0.077
H -1.761 1.016 -0.597 0.030
H 1.846 0.948 -0.313 0.075
H 1.328 -2.815 0.292 0.069
C 0.856 1.391 -0.401 -0.064
H 0.453 1.896 2.264 0.085
```

- Relative energy (zero: lowest compared OMol25 entry of this formula, charge and spin): 4.272 eV